DFT (wB97M-V/def2-TZVPD) results for a molecular structure, C38H47BN11O8W.

Structure (XYZ):
```
106
Properties=species:S:1:pos:R:3:forces:R:3:lowdin_spin:R:1
W -0.31316 -0.10784 -0.41658 -0.8 0.5 -0.1 1.7324
C 0.66636 0.62450 -3.92457 0.0 0.0 0.0 0.0017
C 0.42601 1.72541 -2.94459 -0.1 0.1 0.0 0.0086
C 0.72249 3.06519 -3.20096 0.0 0.0 0.0 0.0033
C 0.30630 3.76783 -2.09048 0.0 0.0 -0.1 0.0095
C 0.36582 5.23539 -1.83976 0.0 0.0 0.0 0.0016
N -0.20640 2.89178 -1.21329 0.0 0.0 0.1 0.0082
N -0.12295 1.62900 -1.72056 0.4 0.1 -0.3 0.0021
B -1.09017 3.21256 0.01657 0.1 0.2 -0.3 0.0019
N -0.35742 2.97693 1.32381 0.1 -0.1 0.2 0.0000
N -0.06163 1.69857 1.63794 0.1 -0.3 -0.1 0.0230
C 0.50800 1.70975 2.83690 -0.1 -0.1 -0.1 0.0032
C 0.97320 0.46281 3.50814 0.0 0.0 0.1 0.0029
C 0.58530 3.03878 3.30347 0.1 0.0 0.1 0.0010
C 0.01050 3.81445 2.31664 0.0 0.0 -0.1 -0.0007
C -0.23244 5.28636 2.27454 0.0 0.0 0.0 -0.0001
N -2.31644 2.29855 -0.07532 -0.1 -0.1 0.1 0.0060
N -2.23290 0.95742 -0.33380 -0.4 -0.1 0.2 0.0022
C -3.49446 0.50671 -0.43712 0.0 0.1 -0.1 0.0108
C -3.97145 -0.86925 -0.75569 0.1 -0.1 0.0 0.0038
C -4.37926 1.56421 -0.23371 -0.1 0.0 0.0 0.0027
C -3.60266 2.67471 -0.00635 0.1 0.1 0.0 0.0062
C -4.02375 4.07764 0.27008 0.0 0.0 0.0 0.0010
H 0.23972 0.92742 -4.88226 0.0 0.0 0.0 0.0003
H 0.22684 -0.31756 -3.62592 0.0 0.0 0.0 0.0003
H 1.73792 0.48100 -4.07385 0.0 0.0 0.0 0.0005
H 1.18185 3.45837 -4.09185 0.0 0.0 0.0 0.0001
H 0.92309 5.71542 -2.64173 0.0 0.0 0.0 0.0000
H 0.86340 5.45837 -0.89469 0.0 0.0 0.0 0.0004
H -0.63086 5.67599 -1.79843 0.0 0.0 0.0 0.0004
H -1.41223 4.36123 -0.04477 -0.1 0.0 0.0 0.0000
H 0.42117 -0.39134 3.12560 0.0 0.0 0.0 0.0015
H 0.83684 0.53873 4.58756 0.0 0.0 0.0 0.0001
H 2.03129 0.28089 3.30880 0.0 0.0 0.0 0.0001
H 0.97505 3.37879 4.24899 0.0 0.0 0.0 0.0002
H 0.22473 5.76089 3.14103 0.0 0.0 0.0 0.0000
H -1.29954 5.51347 2.28837 0.0 0.0 0.0 0.0000
H 0.18354 5.74252 1.37566 0.0 0.0 0.0 0.0000
H -3.24142 -1.64769 -0.59318 0.1 0.0 0.0 0.0025
H -4.29892 -0.91405 -1.79591 0.0 0.0 0.0 0.0004
H -4.82511 -1.09632 -0.11547 0.0 0.0 0.0 0.0001
H -5.45447 1.50883 -0.24406 0.0 0.0 0.0 0.0001
H -5.10996 4.12905 0.31285 0.0 0.0 0.0 0.0000
H -3.67593 4.75856 -0.50660 0.0 0.0 0.0 0.0002
H -3.62737 4.43013 1.22298 0.0 0.0 0.0 0.0003
O 6.01057 2.65068 -2.15011 0.0 -0.1 0.0 0.0001
C 4.74496 2.23267 -2.42075 0.0 0.1 0.0 0.0000
O 4.38568 2.07521 -3.54826 0.0 0.0 0.0 0.0000
C 3.86361 2.09210 -1.23877 0.0 -0.2 -0.1 0.0007
C 3.71108 2.99123 -0.20909 0.0 0.1 0.1 0.0012
N 2.68382 2.55026 0.54459 -0.2 -0.1 -0.1 0.0030
N 2.15553 1.42580 0.05788 0.2 0.0 0.1 0.0217
C 2.85810 1.12239 -1.01063 -0.1 0.3 0.2 0.0029
C 2.56599 -0.18107 -1.66667 0.2 -0.1 -0.2 0.0061
O 3.43329 -0.74547 -2.29762 -0.1 0.0 0.1 -0.0018
O 1.36322 -0.64983 -1.48727 -0.7 -0.1 0.4 0.0316
H 6.17055 2.58668 -1.20134 0.0 0.0 0.0 0.0000
H 4.22727 3.91063 0.01588 0.0 0.0 0.0 0.0001
H 2.25242 2.97635 1.35514 0.0 0.0 0.0 0.0000
C 4.40464 -0.87379 1.17228 0.0 0.0 0.0 0.0000
N 3.83044 -2.16906 1.46702 0.0 0.0 0.0 0.0002
C 4.77652 -3.25952 1.62373 0.0 0.0 0.0 0.0001
C 4.08883 -4.60046 1.48856 0.0 0.0 0.0 0.0000
C 2.84612 -4.58199 2.35520 0.0 0.0 0.0 0.0001
N 1.97729 -3.50801 1.92169 0.0 0.0 -0.1 0.0005
C 0.54846 -3.68797 2.04212 0.0 0.0 0.1 0.0025
C 2.46734 -2.30602 1.49184 -0.1 0.1 -0.1 0.0019
O 1.72947 -1.37025 1.16728 0.2 -0.1 0.1 0.0183
H 4.71892 -0.79695 0.12718 0.0 0.0 0.0 0.0000
H 5.27696 -0.71994 1.81340 0.0 0.0 0.0 0.0000
H 3.67108 -0.09945 1.37716 0.0 0.0 0.0 0.0000
H 5.26890 -3.18737 2.60255 0.0 0.0 0.0 0.0000
H 5.55525 -3.14847 0.86454 0.0 0.0 0.0 0.0000
H 4.76696 -5.39918 1.79003 0.0 0.0 0.0 0.0000
H 3.79807 -4.77052 0.44991 0.0 0.0 0.0 0.0000
H 3.12469 -4.46819 3.41198 0.0 0.0 0.0 0.0000
H 2.29077 -5.51682 2.26949 0.0 0.0 0.0 0.0000
H 0.25159 -4.63735 1.58955 0.0 0.0 0.0 0.0002
H 0.05617 -2.87242 1.53151 0.0 0.0 0.0 0.0014
H 0.22889 -3.68904 3.09001 0.0 0.0 0.0 0.0014
O -1.01225 -0.82807 1.29759 0.4 -0.1 -0.4 0.0446
N -2.30356 -1.12322 1.65845 0.0 0.1 0.1 0.2427
C -2.66135 -2.46642 1.71459 0.0 0.0 0.1 0.1602
C -3.73860 -2.84279 2.45447 0.0 0.0 -0.1 0.0365
C -4.46178 -1.90931 3.22483 0.0 0.0 0.0 0.2707
C -3.98381 -0.58152 3.25131 0.0 0.0 0.0 0.0373
C -2.90529 -0.20772 2.51473 0.0 0.0 0.0 0.1602
H -2.07234 -3.12250 1.09431 0.0 0.0 0.0 0.0106
H -4.02586 -3.88599 2.43087 0.0 0.0 0.0 -0.0033
H -5.30991 -2.21086 3.81984 0.0 0.0 0.0 0.0186
H -4.46410 0.16967 3.86448 0.0 0.0 0.0 -0.0033
H -2.47664 0.78280 2.48344 0.0 0.0 0.0 0.0114
O -1.36190 -0.89011 -2.08272 0.6 0.1 0.5 0.0142
C -1.22856 -2.15061 -1.85906 0.3 -0.4 -0.1 0.0220
O -0.59959 -2.52869 -0.85756 -0.1 0.0 0.0 0.0388
C -1.85496 -3.10262 -2.80626 0.0 0.0 0.0 0.0000
C -2.48790 -2.63451 -3.95357 0.0 -0.1 0.0 0.0022
C -3.07590 -3.53671 -4.82562 0.0 0.0 0.0 -0.0003
C -3.03509 -4.89615 -4.54860 0.0 0.0 0.0 0.0025
C -2.40448 -5.36118 -3.40203 0.0 0.0 0.0 -0.0001
C -1.81083 -4.46499 -2.52871 0.0 0.0 -0.1 0.0031
H -2.51329 -1.57181 -4.15305 0.0 0.0 0.0 0.0000
H -3.56623 -3.18106 -5.72243 0.0 0.0 0.0 -0.0001
H -3.49599 -5.59869 -5.23131 0.0 0.0 0.0 0.0002
H -2.37483 -6.42244 -3.19266 0.0 0.0 0.0 -0.0001
H -1.30690 -4.80354 -1.63374 0.0 0.0 0.0 0.0005
```
Forces are in eV/Å.

Values from the calculation:
- ⟨S²⟩: 3.78
- F_max: 1.0 eV/A
- Multiplicity: 4
- Orbital gap (alpha / beta): 0.2003 / 0.3287 hartree


DFT (wB97M-V/def2-TZVPD) results for a single C6H12N2O molecule at a distorted geometry.

Structure (XYZ):
```
21
Properties=species:S:1:pos:R:3:forces:R:3:mulliken_charge:R:1
H 3.68624 -0.08483 -0.61517 -0.4 0.6 -3.0 0.3718
N 2.97801 -0.12111 -1.48238 2.8 0.6 0.9 -0.5974
C 2.15347 -0.59633 -0.74495 -1.5 -1.0 4.0 0.1670
O 2.53305 -0.77668 0.86511 -0.8 -0.2 -0.8 -0.6810
C 1.26266 -1.05711 0.33420 -0.2 0.2 -1.6 -0.0046
C 0.07475 -0.18035 0.73872 0.1 0.0 0.0 0.1954
C 0.44864 1.30255 0.81797 -0.1 -0.3 0.0 -1.5553
N -1.06989 -0.51799 -0.10619 0.1 -0.1 0.1 0.0285
C -1.02328 0.02997 -1.45155 0.0 0.0 0.1 -0.9247
C -2.34977 -0.25513 0.52792 0.1 0.0 0.0 -1.0036
H 0.97716 -2.10556 0.21293 0.0 0.0 0.4 0.4557
H -0.16897 -0.52833 1.74875 0.0 0.0 0.0 0.4322
H -0.39799 1.88812 1.17337 0.0 0.0 0.0 0.4023
H 0.75349 1.69015 -0.15409 0.0 0.0 0.0 0.3566
H 1.27458 1.42936 1.51471 0.0 0.0 0.0 0.4213
H -1.77993 -0.46919 -2.05860 0.0 0.0 0.0 0.3646
H -1.21740 1.11258 -1.48989 0.0 0.0 0.0 0.3254
H -0.05158 -0.15934 -1.90822 -0.1 0.0 0.0 0.2431
H -2.38251 -0.74401 1.50122 0.0 0.0 0.0 0.3216
H -2.55683 0.81788 0.66707 0.0 0.0 0.0 0.3390
H -3.14391 -0.67463 -0.09094 0.0 0.0 0.0 0.3422
```
Forces are in eV/Å.

Values from the calculation:
- F_max: 4.4 eV/A
- Structure (SMILES): [H]/N=C1\O[C@H]1[C@@H](C)N(C)C
- Orbital gap: 0.3575 hartree


DFT (wB97M-V/def2-TZVPD) results for a molecular structure, C11H31ClI2N3P2Tb at a distorted geometry.

Structure (XYZ):
```
51
Properties=species:S:1:pos:R:3:forces:R:3:lowdin_spin:R:1
I 2.30566 -0.09275 2.47739 -0.2 -1.2 -0.4 0.7515
I 2.22137 2.80082 1.03886 -0.3 0.9 -0.9 0.6617
Tb -0.44552 -0.44385 -1.68542 3.2 -1.2 0.5 4.0745
P 4.10027 -0.61421 0.13757 3.0 0.4 1.8 0.3553
C 4.81412 0.90210 1.04176 -0.8 -0.5 0.1 0.0242
C 4.99645 -2.05050 0.89133 -0.8 -0.1 0.1 0.0218
H 6.07538 -1.91188 0.73869 -0.4 0.0 0.2 0.0050
H 6.29091 -0.67067 -0.90145 -0.5 0.1 -0.1 0.0158
H 4.68360 -2.93353 0.31676 0.1 0.1 0.3 0.0015
H 5.08149 -1.66394 -1.80482 0.2 0.4 0.0 0.0001
H 4.48859 0.81645 2.10797 0.7 0.3 -1.1 0.0041
H 4.75372 -2.17813 1.94189 0.1 -0.2 0.1 0.0034
C 5.26258 -0.70982 -1.29042 -0.9 0.4 -1.1 0.0973
H 5.90472 0.98805 1.06311 -0.2 0.0 -0.7 0.0000
H 5.08028 0.12754 -1.96430 0.2 -0.1 -0.2 -0.0001
H 4.23065 1.76013 0.59967 1.7 -0.9 0.4 0.0050
P -2.32499 -2.28442 -1.44548 -0.5 -1.4 -0.8 -0.0104
C -4.01059 -1.74241 -1.17131 -0.6 0.5 0.4 -0.0020
C -2.22410 -2.64043 -3.27023 0.2 0.2 0.4 -0.0017
H -1.21334 -4.39362 -1.03281 -0.3 0.2 0.1 -0.0001
H -2.98286 -4.59909 -1.21135 0.0 0.1 0.0 0.0000
H -2.29484 -3.94124 0.31289 0.0 -0.1 -0.2 0.0000
C -2.19815 -3.97581 -0.77831 0.4 0.3 0.4 0.0011
H -1.24787 -3.09477 -3.51590 -0.4 0.2 0.1 0.0001
H -3.01941 -3.36272 -3.47785 0.1 0.2 -0.3 -0.0001
H -4.73789 -2.52329 -1.34867 -0.1 -0.3 -0.1 -0.0005
H -4.27909 -0.88390 -1.79388 0.1 -0.1 -0.1 0.0000
H -2.36976 -1.73176 -3.87690 -0.1 -0.3 0.0 -0.0006
H -4.12556 -1.41591 -0.13351 0.1 -0.1 0.0 0.0000
Cl 1.17821 -2.36829 -1.74274 -0.6 0.7 0.0 -0.0089
C -0.10069 1.79827 2.95584 -0.1 0.3 0.7 0.0211
N -0.95752 2.25153 1.87618 -0.9 -0.6 -0.9 0.0020
C -1.41187 3.63026 2.05043 0.0 0.2 0.3 0.0024
C -1.25954 1.54744 0.77416 1.1 0.8 0.9 -0.0011
N -0.67378 0.40822 0.38887 -0.2 -0.7 0.1 -0.0187
N -2.13241 2.11102 -0.12853 0.0 0.3 -1.0 -0.0014
C -3.49171 2.45688 0.34003 -0.5 0.1 -0.5 -0.0002
C -2.01808 1.61357 -1.50449 -0.9 0.0 1.6 -0.0126
H -0.49916 2.12466 3.92545 -0.4 -0.4 -0.3 0.0002
H 0.85652 2.36225 2.85567 -0.9 -0.9 0.4 0.0040
H 0.04094 0.70911 2.92305 -0.3 0.8 0.3 0.0155
H -1.58184 4.11389 1.07709 0.0 -0.2 0.5 0.0004
H -2.32076 3.61074 2.68003 0.4 0.4 -0.3 0.0000
H -0.61629 4.16283 2.59765 -0.4 -0.2 -0.3 0.0013
H -0.16239 -0.07952 1.13034 0.3 0.4 -0.2 -0.0008
H -3.88536 3.29121 -0.26953 0.2 -0.4 0.3 0.0000
H -4.16744 1.58364 0.24691 0.3 0.4 0.0 0.0000
H -3.48483 2.77009 1.39004 0.0 -0.2 -0.5 0.0000
H -1.01639 1.84405 -1.98712 -0.9 0.1 0.5 -0.0041
H -2.27707 0.50319 -1.45784 -0.5 0.9 -0.2 -0.0058
H -2.83438 2.01852 -2.08676 0.1 0.4 -0.3 -0.0003
```
Forces are in eV/Å.

Values from the calculation:
- ⟨S²⟩: 12.69
- F_max: 3.5 eV/A
- Multiplicity: 7
- Charge: +2
- Orbital gap (alpha / beta): 0.1968 / 0.2156 hartree


Which formula does entry 3 have? C11H31ClI2N3P2Tb


Which of these has the highest F_max? C6H12N2O


Among the records above, which one has the lowest F_max? C38H47BN11O8W